Record 1
Formula: C31H48BiO2P2
Source: the Open Molecules 2025 dataset
Level of theory: ωB97M-V with the def2-TZVPD basis set

XYZ file:
```
84
Properties=species:S:1:pos:R:3:forces:R:3
Bi -1.2272 -1.0740 0.1810 5.01 -1.36 3.79
C -3.2600 -1.9776 0.7387 -1.45 -0.64 0.36
C -3.2229 -1.5628 -0.6433 -1.90 -0.97 -0.85
C -1.6286 -3.2160 -0.3568 -2.32 -3.28 0.17
C -2.2493 -2.9508 0.9391 -0.87 -3.22 -0.83
C -2.2324 -2.3756 -1.3264 -1.03 -1.66 -1.02
C -4.2593 -1.5225 1.7546 -0.05 0.05 -0.08
H -4.6071 -0.5053 1.5556 -0.06 -0.07 -0.06
H -3.8484 -1.5548 2.7672 -0.17 -0.09 -0.81
H -5.1360 -2.1827 1.7302 0.11 0.06 -0.15
C -1.9308 -3.6845 2.2028 -0.20 -0.47 -0.05
H -2.3609 -3.1814 3.0729 0.25 -0.70 -0.99
H -0.8464 -3.7413 2.3400 -0.11 -0.03 0.14
H -2.3314 -4.7063 2.1685 0.14 0.04 -0.25
C -0.6343 -4.2989 -0.6238 0.14 0.25 0.02
H -1.1601 -5.2587 -0.7195 0.21 0.19 0.07
H 0.0913 -4.3712 0.1885 -0.03 -0.13 -0.02
H -0.0855 -4.1169 -1.5510 -0.03 -0.09 0.07
C -2.0025 -2.4260 -2.8050 0.07 0.15 -0.03
H -2.6708 -3.1632 -3.2692 0.13 0.14 0.12
H -0.9741 -2.7132 -3.0380 -0.12 -0.01 -0.04
H -2.2026 -1.4621 -3.2812 -0.02 -0.15 -0.03
C -4.2404 -0.6987 -1.3240 0.13 0.15 0.08
H -5.0402 -1.3209 -1.7479 0.20 0.08 0.09
H -3.8016 -0.1237 -2.1437 -0.08 -0.04 0.02
H -4.7027 0.0043 -0.6274 0.02 -0.13 -0.10
C -0.5405 0.4555 1.6398 0.40 3.48 2.27
C -1.9004 0.6625 1.3663 -0.17 4.01 1.45
C -2.4316 1.7801 0.4922 0.24 0.25 -0.49
C -1.6546 1.8841 -0.8303 0.00 0.33 0.21
C -1.1483 0.5204 -1.2929 0.64 3.36 -2.72
C 0.1659 0.0529 -1.0540 1.24 2.68 -2.71
C 1.1744 0.8253 -0.2333 -0.13 -0.76 0.31
C 0.5930 1.3220 1.1141 -0.38 0.08 -0.20
H -2.4046 2.7334 1.0433 -0.05 -0.19 0.00
H -0.8084 2.5705 -0.7255 -0.16 -0.04 -0.11
H -3.4869 1.5814 0.2781 0.17 0.03 0.08
H 0.2440 2.3570 1.0226 -0.04 -0.27 0.00
H -0.3058 -0.1234 2.5262 -0.36 -0.44 -0.11
H -2.6014 0.2971 2.1121 0.41 -0.42 -0.15
H 1.3924 1.3292 1.8604 -0.20 -0.16 -0.07
H 2.0164 0.1611 -0.0297 0.03 0.11 -0.12
H 0.5957 -0.6408 -1.7744 -0.14 -0.21 0.21
H 1.5613 1.6778 -0.8134 -0.23 -0.28 -0.04
H -2.3001 2.3102 -1.6061 0.16 -0.08 0.08
H -1.6367 0.1445 -2.1873 0.19 -0.15 0.11
P 4.5117 3.3254 -1.4660 -0.33 0.31 0.57
P 6.1031 2.3172 -4.0039 0.51 -0.16 -0.53
C 5.8176 4.4574 -2.1680 0.01 -0.05 0.11
C 6.8551 3.7076 -3.0134 0.06 -0.04 -0.32
H 6.3149 4.9424 -1.3188 -0.13 0.10 -0.21
H 5.3330 5.2489 -2.7560 0.04 -0.24 0.09
H 7.3178 4.3996 -3.7283 0.12 -0.08 0.19
H 7.6596 3.3082 -2.3805 -0.24 -0.05 -0.13
C 7.6555 1.5464 -4.6698 -0.06 0.20 0.01
H 7.3924 0.8117 -5.4377 0.02 0.12 0.10
H 8.1810 1.0164 -3.8696 -0.07 0.08 -0.08
H 8.3303 2.2924 -5.1079 -0.08 -0.13 0.05
C 5.6024 3.2869 -5.5054 0.03 -0.04 0.12
H 6.4256 3.8975 -5.8964 -0.12 -0.09 0.06
H 4.7631 3.9426 -5.2526 0.07 -0.05 -0.06
H 5.2679 2.5998 -6.2891 0.03 0.09 0.11
C 4.9418 3.4894 0.3322 -0.09 0.06 -0.08
H 4.1710 3.0024 0.9381 0.10 0.04 -0.02
H 5.0274 4.5381 0.6427 -0.02 -0.16 -0.03
H 5.8924 2.9828 0.5274 -0.13 0.06 -0.02
C 3.0559 4.4766 -1.5149 0.17 0.07 0.07
H 2.7252 4.6152 -2.5486 0.06 -0.02 0.10
H 3.2910 5.4564 -1.0803 -0.10 -0.14 -0.06
H 2.2254 4.0315 -0.9573 0.04 0.09 0.01
O -1.1863 -0.9507 5.2135 -4.15 -1.75 -3.72
C -2.0622 -1.4037 4.3432 5.14 1.29 0.79
O -1.7870 -1.2959 2.9535 -1.67 -0.31 6.25
C -3.2517 -2.3084 4.9089 -0.81 -0.35 -1.00
C -3.0261 -3.6957 5.1829 -0.72 0.64 -0.51
C -4.0873 -4.6265 5.2166 0.36 0.75 0.00
C -5.4034 -4.2113 5.0352 0.15 0.20 0.04
C -5.6766 -2.8538 4.8830 0.78 0.20 0.10
C -4.6249 -1.9105 4.8424 0.51 -0.80 -0.22
H -2.0218 -4.0868 5.2146 0.22 0.13 0.13
H -3.8830 -5.6895 5.3109 0.14 0.20 0.13
H -6.2091 -4.9442 4.9920 0.19 0.20 0.07
H -6.7067 -2.5459 4.7231 0.20 0.17 0.15
H -4.8949 -0.8856 4.6142 0.17 0.07 0.14
```
Forces are in eV/Å.

Results
E_HOMO = -9.56 eV
HOMO-LUMO gap = 4.8 eV
Total charge = +1
Energy relative to the best compared isomer or geometry (same formula, charge and spin) = 8.127 eV

Löwdin charges in e:
1 Bi 2.00
2 C -0.26
3 C -0.32
4 C -0.37
5 C -0.31
6 C -0.34
7 C 0.01
8 H 0.09
9 H 0.04
10 H 0.12
11 C -0.01
12 H 0.04
13 H 0.11
14 H 0.11
15 C -0.01
16 H 0.11
17 H 0.09
18 H 0.08
19 C 0.00
20 H 0.11
21 H 0.09
22 H 0.08
23 C 0.01
24 H 0.11
25 H 0.08
26 H 0.08
27 C -0.18
28 C -0.24
29 C -0.15
30 C -0.15
31 C -0.30
32 C -0.24
33 C -0.14
34 C -0.12
35 H 0.14
36 H 0.11
37 H 0.10
38 H 0.12
39 H 0.12
40 H 0.11
41 H 0.14
42 H 0.13
43 H 0.13
44 H 0.12
45 H 0.13
46 H 0.09
47 P 0.79
48 P 0.78
49 C -0.44
50 C -0.46
51 H 0.07
52 H 0.08
53 H 0.07
54 H 0.08
55 C -0.33
56 H 0.03
57 H 0.03
58 H 0.04
59 C -0.32
60 H 0.04
61 H 0.02
62 H 0.03
63 C -0.32
64 H 0.01
65 H 0.04
66 H 0.04
67 C -0.32
68 H 0.03
69 H 0.04
70 H 0.00
71 O -0.04
72 C -0.36
73 O -0.35
74 C -0.13
75 C -0.04
76 C -0.07
77 C -0.09
78 C -0.08
79 C -0.06
80 H 0.12
81 H 0.11
82 H 0.11
83 H 0.10
84 H 0.11

=====

Record 2
Formula: C30H42N4OP2Pd
Source: the Open Molecules 2025 dataset
Level of theory: ωB97M-V with the def2-TZVPD basis set

XYZ file:
```
80
Properties=species:S:1:pos:R:3:forces:R:3
Pd 0.4007 2.5584 -1.0885 0.34 -0.32 -0.02
C 3.6173 -0.3414 3.4747 0.39 0.05 -2.10
C 3.2681 -0.4578 2.1637 0.00 0.86 1.53
C 1.9741 -0.9829 1.6030 0.22 -0.75 -0.24
C 0.6706 -0.2780 1.9491 0.10 0.26 -0.14
C -0.0291 -0.6335 3.2345 -0.58 0.91 -0.42
C 0.3632 -1.2534 4.3405 0.70 0.73 -0.12
C 1.7222 -1.8150 4.7046 0.47 -0.93 -0.34
C 3.0492 -0.9836 4.6862 -1.00 -0.04 0.53
C -0.2750 3.7470 0.4399 -2.34 -0.77 0.53
H 4.5544 0.1922 3.7030 -0.34 -0.27 -0.26
H 3.8898 -0.0367 1.3528 0.06 0.03 0.93
H 1.8434 -2.0631 1.8470 0.14 0.57 -0.55
H 2.1222 -0.8405 0.5198 -0.49 -0.47 0.63
H 0.7973 0.8083 1.8294 0.15 0.04 0.54
H -0.0162 -0.4451 1.1097 -0.22 -0.50 0.14
H -1.0528 -0.2297 3.2390 0.32 -0.35 0.10
H -0.3706 -1.2768 5.1380 -0.03 -0.21 -0.01
H 1.8737 -2.7806 4.1509 0.00 0.81 0.32
H 1.6296 -2.1175 5.7487 0.08 -0.15 0.00
H 3.0113 -0.2517 5.5079 -0.16 0.05 -0.28
H 3.8332 -1.6643 5.0199 0.04 -0.25 0.09
H -0.2005 2.8395 1.0612 -0.18 0.42 0.45
H -1.3431 4.0005 0.3611 0.07 0.19 -0.12
H 0.2592 4.6244 0.9072 -0.74 -0.50 -0.47
P -2.3608 0.5584 -0.4964 -3.89 -3.27 -0.40
P 0.8047 -0.0227 -2.3614 0.54 -4.60 -2.58
N -3.1706 -0.7160 0.5891 0.81 0.50 0.66
N -3.9222 0.6753 -1.4478 0.29 1.20 -0.35
N 1.0269 -1.8902 -1.9700 0.51 0.85 0.79
N 1.3623 -0.3977 -4.0895 -0.31 1.29 -0.23
C -1.7172 -0.7966 -1.5623 0.54 0.13 0.06
C -0.9334 -0.2848 -2.7786 -1.12 0.35 0.26
C -3.5864 -0.4601 1.8927 -0.45 -0.64 -0.19
C -4.3369 -1.5388 2.3493 0.37 0.77 -0.18
C -4.3862 -2.4966 1.3046 0.74 0.52 -0.66
C -3.6365 -1.9866 0.2594 -0.28 -0.06 0.37
C -4.5377 1.9070 -1.6770 -0.73 -0.82 -0.25
C -5.7360 1.6965 -2.3494 0.78 -0.01 0.29
C -5.8485 0.2944 -2.6114 1.35 0.01 0.99
C -4.7335 -0.3081 -2.0239 -0.39 0.78 -0.43
C 2.0951 -2.4199 -1.2483 -0.15 -0.53 -0.53
C 1.9969 -3.8012 -1.2296 1.37 0.43 0.44
C 0.8616 -4.1774 -1.9660 -0.82 0.87 -0.53
C 0.2717 -2.9920 -2.3836 -0.45 -0.12 -0.33
C 1.5167 -1.5757 -4.8250 0.26 0.26 -0.44
C 1.6711 -1.2730 -6.1773 -0.30 0.67 1.48
C 1.5464 0.1492 -6.2967 -0.24 -0.06 1.27
C 1.3176 0.6482 -5.0141 0.60 -0.84 -0.55
H -2.5059 -1.4782 -1.9151 0.30 0.71 0.20
H -1.0959 -1.4177 -0.9058 0.04 0.12 -0.15
H -1.0977 -0.9911 -3.6038 0.55 0.41 0.09
H -1.3053 0.6970 -3.1157 -0.12 -0.23 -0.01
H -3.3270 0.4751 2.3740 -0.09 -0.15 -0.07
H -4.8037 -1.6324 3.3196 0.09 0.12 -0.08
H -4.9026 -3.4474 1.2767 0.14 0.13 0.14
H -3.4285 -2.4600 -0.6906 -0.05 0.09 0.42
H -4.0585 2.8111 -1.3364 -0.13 0.03 0.05
H -6.4690 2.4542 -2.5902 0.21 -0.03 -0.11
H -6.6377 -0.2140 -3.1507 0.13 0.06 0.20
H -4.4757 -1.3533 -1.9648 -0.20 0.27 -0.11
H 2.8843 -1.7938 -0.8571 -0.17 -0.15 -0.18
H 2.7448 -4.4648 -0.7745 -0.52 0.41 -0.23
H 0.5170 -5.1852 -2.2248 0.12 0.62 0.28
H -0.6325 -2.8800 -2.9862 0.51 0.00 0.31
H 1.5109 -2.5441 -4.3556 0.16 0.11 0.08
H 1.8572 -1.9872 -6.9664 -0.03 0.06 0.13
H 1.6363 0.7323 -7.1960 -0.10 0.07 -0.03
H 1.1343 1.6468 -4.6548 0.13 0.20 -0.14
C 3.7577 4.6679 1.4103 0.28 0.11 0.35
C 2.6153 3.6815 1.4911 0.78 -0.87 -1.08
C 2.0966 3.5674 2.8963 -0.65 -0.10 0.55
O 1.7263 3.9927 0.4549 2.21 0.59 -0.64
H 3.4028 5.6893 1.5712 0.01 -0.07 -0.10
H 4.2974 4.5939 0.4669 -0.11 0.12 0.00
H 4.4339 4.4119 2.2252 0.32 0.14 -0.08
H 2.9688 2.6827 1.1696 0.27 0.06 0.52
H 1.4519 4.4281 3.1520 0.21 -0.41 -0.05
H 1.5592 2.6099 3.0487 0.18 0.66 0.07
H 2.9877 3.5971 3.5421 -0.50 -0.18 -0.01
```
Forces are in eV/Å.

Results
Multiplicity = 3
E_HOMO (spin up / spin down) = -7.58 / -8.08 eV
HOMO-LUMO gap (spin up / spin down) = 7.1 / 6.8 eV
Energy relative to the best compared isomer or geometry (same formula, charge and spin) = 3.641 eV

Löwdin charges in e:
1 Pd 0.34
2 C -0.11
3 C -0.10
4 C -0.21
5 C -0.19
6 C -0.10
7 C -0.10
8 C -0.18
9 C -0.20
10 C -0.23
11 H 0.10
12 H 0.10
13 H 0.13
14 H 0.05
15 H 0.08
16 H 0.07
17 H 0.09
18 H 0.09
19 H 0.12
20 H 0.09
21 H 0.11
22 H 0.11
23 H -0.02
24 H 0.00
25 H 0.05
26 P 1.15
27 P 1.13
28 N -0.23
29 N -0.25
30 N -0.21
31 N -0.25
32 C -0.46
33 C -0.44
34 C -0.17
35 C -0.10
36 C -0.09
37 C -0.18
38 C -0.16
39 C -0.11
40 C -0.08
41 C -0.14
42 C -0.17
43 C -0.11
44 C -0.09
45 C -0.20
46 C -0.14
47 C -0.09
48 C -0.10
49 C -0.18
50 H 0.05
51 H 0.06
52 H 0.09
53 H 0.07
54 H 0.10
55 H 0.09
56 H 0.10
57 H 0.09
58 H 0.09
59 H 0.09
60 H 0.09
61 H 0.08
62 H 0.09
63 H 0.10
64 H 0.11
65 H 0.11
66 H 0.09
67 H 0.09
68 H 0.09
69 H 0.09
70 C -0.05
71 C -0.54
72 C -0.04
73 O -0.20
74 H 0.09
75 H 0.08
76 H 0.08
77 H 0.13
78 H 0.10
79 H 0.07
80 H 0.08